This record from OMol25 describes a structure of composition C49H77BrN5NaO7SSi. The level of theory is ωB97M-V with the def2-TZVPD basis set.

The geometry in XYZ format:
```
142
Properties=species:S:1:pos:R:3:mulliken_charge:R:1
Na 0.5679 -0.2581 0.6068 0.93
C 0.1533 -3.7305 0.0362 -1.02
C 1.6003 -3.5927 0.5345 0.11
N 1.6685 -3.2366 1.9337 0.44
C 1.1488 -4.1988 2.8739 -0.99
C 0.2919 -3.5287 3.9801 -0.60
N -0.4099 -2.3177 3.5870 0.48
C -1.7021 -2.4888 2.9343 -0.96
C -1.7162 -3.2571 1.6047 -0.94
N -0.7605 -2.7634 0.6259 2.50
H 0.1628 -3.6039 -1.0468 -0.21
H -0.2138 -4.7485 0.2302 0.57
H 2.1287 -4.5345 0.2971 0.36
H 2.0882 -2.7987 -0.0287 -1.08
H 2.5373 -2.7885 2.1852 0.27
H 0.5303 -4.9055 2.3180 0.30
H 1.9370 -4.7982 3.3579 0.60
H -0.4360 -4.2498 4.3706 0.53
H 0.9583 -3.2798 4.8119 -0.04
H 0.2148 -1.8166 2.9567 -0.53
H -2.3735 -3.0048 3.6334 0.63
H -2.1215 -1.4923 2.7722 0.07
H -1.4879 -4.3078 1.8120 0.67
H -2.7392 -3.2388 1.2109 0.15
H -1.1619 -2.1784 -0.0946 -1.41
Br 4.9649 -3.2322 -0.8406 -0.23
C 4.4762 -1.3709 -0.6938 -0.10
C 4.8380 -0.5374 -1.7379 -0.13
C 4.5205 0.8017 -1.5920 -0.35
C 3.8849 1.2269 -0.4377 -0.04
C 3.5490 0.2880 0.5282 -0.12
N 3.8432 -1.0128 0.3890 -0.12
C 2.8581 0.7464 1.8237 0.51
O 3.2921 1.8012 2.3044 -0.73
O 1.9146 0.0200 2.2319 -0.46
H 5.3356 -0.9267 -2.6136 0.41
H 4.7647 1.5046 -2.3796 0.33
H 3.6399 2.2637 -0.2613 0.25
C 2.2884 -1.5293 6.5779 -1.36
S 2.4848 -0.9694 4.8806 1.05
O 3.9624 -0.7955 4.7259 -0.81
C 1.7558 0.6418 5.1482 -0.15
C 0.3807 0.7752 5.0353 0.11
C -0.1894 2.0183 5.2616 -0.31
C 0.6169 3.1076 5.5736 -0.07
C 1.9937 2.9562 5.6567 -0.70
C 2.5750 1.7137 5.4431 -0.55
H 2.8379 -0.8453 7.2257 0.40
H 2.7099 -2.5327 6.6346 0.44
H 1.2299 -1.5507 6.8402 0.36
H -0.2260 -0.0770 4.7452 0.26
H -1.2600 2.1426 5.1573 0.21
H 0.1693 4.0841 5.7175 0.28
H 2.6209 3.8152 5.8641 0.35
H 3.6479 1.5707 5.4468 0.39
C 1.6767 1.3370 -3.4351 -1.09
C 0.4570 1.0153 -4.2908 2.33
C 0.8300 1.1143 -5.7682 -2.19
C -0.6865 1.9661 -3.9564 -1.61
O -0.0209 -0.3050 -4.0696 0.37
Si 0.4018 -1.4005 -2.8804 -4.16
O 0.4876 -0.8347 -1.4319 1.55
O -0.7305 -2.6096 -3.1063 0.48
C -2.1383 -2.4988 -3.2959 2.31
C -2.7146 -1.2574 -2.6216 -1.62
C -2.4354 -2.4616 -4.7933 -1.98
C -2.7394 -3.7532 -2.6672 -1.79
O 1.8359 -2.1157 -3.3342 1.61
C 2.1632 -3.0738 -4.3203 1.98
C 1.9650 -4.4660 -3.7216 -1.33
C 3.6368 -2.8500 -4.6532 -1.43
C 1.3246 -2.9186 -5.5888 -1.35
H 2.0346 2.3475 -3.6565 0.74
H 2.4806 0.6253 -3.6394 0.07
H 1.4406 1.2589 -2.3747 -0.36
H 1.1525 2.1275 -6.0230 0.39
H -0.0281 0.8496 -6.3906 0.38
H 1.6444 0.4230 -5.9945 0.33
H -0.4138 3.0047 -4.1661 0.50
H -0.9387 1.8782 -2.8984 -0.03
H -1.5715 1.7079 -4.5431 0.34
H -2.3601 -0.3459 -3.1020 -0.11
H -2.4207 -1.1963 -1.5751 0.08
H -3.8069 -1.2714 -2.6673 0.72
H -1.9024 -1.6298 -5.2548 0.11
H -3.5079 -2.3358 -4.9668 0.48
H -2.1128 -3.3917 -5.2696 0.34
H -2.5237 -3.7731 -1.5964 0.15
H -2.3000 -4.6449 -3.1208 0.35
H -3.8234 -3.7817 -2.8064 0.37
H 2.6011 -4.5791 -2.8414 0.17
H 2.2133 -5.2476 -4.4465 0.47
H 0.9247 -4.5865 -3.4159 0.05
H 4.2411 -2.9682 -3.7522 0.07
H 3.7783 -1.8367 -5.0370 0.30
H 3.9827 -3.5636 -5.4067 0.41
H 0.2704 -3.0931 -5.3813 0.02
H 1.6594 -3.6352 -6.3447 0.56
H 1.4238 -1.9089 -5.9893 0.11
C -4.9919 -1.6416 0.6337 -1.39
C -4.5766 -0.1991 0.7835 1.52
C -5.5590 0.7879 0.9798 -1.20
C -5.1481 2.1052 1.1262 0.25
C -6.1741 3.1898 1.3609 -1.72
C -3.8069 2.4567 1.0668 -0.73
C -2.7605 1.4941 0.8532 -0.99
C -3.2501 0.1452 0.7381 0.49
N -1.4475 1.6812 0.7436 0.57
C -0.8738 3.0156 0.7658 1.52
C -1.0246 3.7409 2.1223 -0.88
C -0.2827 5.0819 2.1236 0.55
C 1.2107 4.8325 1.9011 -1.62
C 1.4070 4.1422 0.5503 1.15
C 0.8755 5.0368 -0.5716 -1.75
C -0.6211 5.2790 -0.3552 0.46
C -0.8306 5.9684 0.9990 -1.68
C -1.3654 3.9381 -0.3711 -0.88
C 0.6361 2.8226 0.5547 -0.47
H -6.0142 -1.7158 0.2544 0.40
H -4.9577 -2.1706 1.5915 0.32
H -4.3368 -2.1747 -0.0587 0.00
H -6.6119 0.5245 1.0071 0.21
H -7.1887 2.7949 1.2762 0.37
H -6.0650 4.0036 0.6391 0.32
H -6.0663 3.6274 2.3576 0.29
H -3.5694 3.5034 1.1843 0.58
H -2.4972 -0.6207 0.5803 -0.01
H -0.6116 3.0834 2.8903 -0.64
H -2.0766 3.8993 2.3636 1.04
H -0.4287 5.5827 3.0889 0.42
H 1.6061 4.1856 2.6900 0.19
H 1.7674 5.7786 1.9299 0.58
H 2.4735 3.9485 0.4068 0.42
H 1.0309 4.5491 -1.5410 0.28
H 1.4182 5.9910 -0.5885 0.66
H -1.0088 5.9210 -1.1556 0.29
H -1.8995 6.1542 1.1577 0.56
H -0.3224 6.9414 1.0056 0.55
H -1.1914 3.4220 -1.3195 -0.28
H -2.4395 4.1115 -0.2985 0.79
H 1.0037 2.1931 1.3646 -1.23
H 0.7740 2.2883 -0.3939 -0.36
```

Results
* HOMO level: -1.0 eV
* HOMO-LUMO gap: 4.6301 eV
* lowest unoccupied orbital energy: 3.61 eV
* multiplicity: 1
* charge: -2
* total energy: -167028.0755 eV